1.
Entry from the OMol25 dataset: a single C6H6N2S3 molecule in a non-equilibrium geometry (ωB97M-V/def2-TZVPD).

Output
Orbital gap (spin up / spin down): 0.2388 / 0.2389 Eh
Relative energy (zero: lowest compared OMol25 entry of this formula, charge and spin): 401.55 kJ/mol
Lowest unoccupied orbital energy (spin up / spin down): -1.4 / -1.4 eV

XYZ file:
```
17
Properties=species:S:1:pos:R:3:forces:R:3
C 2.621 0.989 -2.212 0.26 -0.79 0.49
C 2.411 0.722 -1.052 -1.14 1.61 3.24
C -0.369 -0.703 1.753 -0.80 -1.36 0.63
C -1.501 0.805 -0.090 -4.31 2.57 -0.05
C -0.503 -1.267 0.586 1.26 -1.14 0.10
C -0.937 -0.424 -0.547 -0.63 -2.24 -1.30
N -0.568 -0.355 2.891 0.15 0.49 1.44
N 2.150 0.696 0.326 0.81 -1.70 -2.79
S -0.840 1.862 0.944 -0.29 0.16 -0.85
S -1.918 -1.384 -1.871 -0.22 -0.65 1.89
S 1.296 1.641 1.204 0.46 1.33 -0.23
H 3.050 0.878 -3.161 0.01 0.14 -0.80
H -2.645 1.079 -0.386 2.93 -0.68 0.60
H 0.090 -2.186 0.409 -0.51 0.68 -0.08
H -0.057 -0.229 -1.077 1.56 0.57 -1.14
H 0.075 0.323 3.312 -0.04 -0.43 -0.20
H -2.355 -2.446 -1.030 0.53 1.44 -0.95
```
Positions in Å, forces in eV/Å.

Electronic structure analysis, Mulliken charges in units of e: -0.43 0.11 0.11 0.01 -0.39 0.39 -0.52 -0.34 -0.12 -0.23 -0.03 0.39 0.27 0.30 -0.05 0.33 0.18

=====

2.
Entry from the OMol25 dataset: 2 unconnected molecules or ions with the total composition C6H6N2S3 in a non-equilibrium geometry (ωB97M-V/def2-TZVPD).

Output
Orbital gap (spin up / spin down): 0.2180 / 0.2180 Eh
Relative energy (zero: lowest compared OMol25 entry of this formula, charge and spin): 324.21 kJ/mol
Lowest unoccupied orbital energy (spin up / spin down): -2.4 / -2.4 eV

XYZ file:
```
17
Properties=species:S:1:pos:R:3:forces:R:3
C 4.335 -0.097 -0.512 -3.44 -1.88 0.17
C 3.257 -0.659 -0.506 3.51 1.94 -0.89
C 0.365 1.141 -0.477 -3.01 -0.49 2.08
C -1.642 -1.064 -0.732 -1.07 -1.18 0.17
C -0.517 0.797 0.518 1.68 -2.47 1.96
C -1.762 -0.044 0.333 0.80 2.16 -1.02
N 1.164 1.388 -1.228 3.19 0.90 -3.38
N 2.068 -1.194 -0.650 -1.61 -1.49 -0.88
S -2.492 -2.435 -0.663 0.06 0.10 -0.01
S -3.180 1.139 -0.107 0.36 -1.37 0.45
S 1.229 -1.505 0.716 -1.49 0.84 0.01
H 5.221 0.354 -0.315 2.03 0.98 0.20
H -1.005 -0.950 -1.569 0.73 0.71 -0.72
H -0.047 1.017 1.511 -1.26 -0.01 -0.70
H -1.932 -0.600 1.211 -0.69 -0.09 1.31
H 1.811 -1.651 -1.564 0.35 0.83 1.38
H -4.018 0.076 -0.016 -0.12 0.53 -0.14
```
Positions in Å, forces in eV/Å.

Electronic structure analysis, Mulliken charges in units of e: -0.43 -0.02 0.49 -0.35 -1.02 0.21 -0.42 -0.18 -0.17 -0.18 -0.02 0.49 0.31 0.38 0.44 0.29 0.17

=====

3.
Entry from the OMol25 dataset: a gas-phase ion, C6H6N3O4S (charge -1) in a non-equilibrium geometry (ωB97M-V/def2-TZVPD).

Output
Orbital gap (spin up / spin down): 0.2781 / 0.2781 Eh
Relative energy (zero: lowest compared OMol25 entry of this formula, charge and spin): 0.00 kJ/mol
Lowest unoccupied orbital energy (spin up / spin down): 3.1 / 3.1 eV
Charge: -1

XYZ file:
```
20
Properties=species:S:1:pos:R:3:forces:R:3
C 1.973 1.116 0.889 1.26 0.17 3.38
C 1.476 0.118 -0.034 -0.13 -1.29 -0.67
C 0.034 0.072 -0.182 -0.62 -2.18 0.51
C -0.673 -1.133 0.140 0.15 0.37 0.26
O -0.267 -2.304 0.356 0.67 0.84 -0.19
N -2.055 -1.007 0.259 0.89 0.84 -0.30
C -2.741 0.080 -0.057 -2.07 0.22 0.06
S -4.425 0.062 0.234 0.57 0.45 -0.21
N -2.084 1.096 -0.641 0.15 -0.93 1.02
C -0.673 1.183 -0.691 0.25 0.46 -2.63
O -0.186 2.077 -1.405 -0.39 -0.09 1.42
N 2.304 -0.761 -0.501 0.24 -0.87 1.13
O 3.525 -0.707 -0.248 0.74 -0.41 -0.49
O 1.882 -1.965 -1.075 -0.85 0.61 -0.17
H 1.321 1.907 0.646 -0.04 2.01 0.16
H 1.699 0.855 2.009 0.15 0.03 -2.00
H 3.077 1.331 1.012 -1.42 -0.11 -1.07
H -2.514 -1.675 0.823 -0.54 -0.91 0.23
H -2.664 1.855 -0.920 -0.03 0.65 -0.33
H 0.991 -2.198 -0.615 1.03 0.14 -0.10
```
Positions in Å, forces in eV/Å.

Electronic structure analysis, Mulliken charges in units of e: -1.19 0.39 -0.36 0.60 -0.84 -0.06 0.05 -0.45 -0.07 0.43 -0.71 0.70 -0.80 -0.53 0.42 0.22 0.30 0.25 0.22 0.42

=====

4.
Entry from the OMol25 dataset: a gas-phase ion, C6H6N3S (charge +1) in a non-equilibrium geometry (ωB97M-V/def2-TZVPD).

Output
Orbital gap (spin up / spin down): 0.2628 / 0.2627 Eh
Relative energy (zero: lowest compared OMol25 entry of this formula, charge and spin): 738.59 kJ/mol
Lowest unoccupied orbital energy (spin up / spin down): -5.1 / -5.1 eV
Charge: +1

XYZ file:
```
16
Properties=species:S:1:pos:R:3:forces:R:3
C 0.010 1.232 -0.092 0.60 -1.23 0.78
C -1.962 -1.628 1.226 2.00 1.02 -1.44
C -0.765 -0.963 0.674 -0.34 -0.63 1.22
C 1.150 0.671 0.252 0.94 -1.42 0.83
C -2.338 0.841 -0.060 -0.30 0.43 0.26
C 3.520 -0.292 -0.787 -3.27 0.64 -2.69
N -1.145 0.498 0.122 0.86 0.76 -1.20
N -3.490 0.936 0.103 2.76 -0.53 1.57
N -1.567 -2.028 0.082 -0.35 0.10 0.23
S 2.756 0.547 0.680 -1.30 0.25 -1.26
H 0.094 2.199 -0.505 -0.60 1.14 -0.49
H -2.822 -1.640 1.859 -0.20 -0.55 0.47
H 2.644 -0.929 -1.275 1.89 1.53 0.85
H 4.176 -0.982 -0.414 1.86 -1.64 1.14
H 4.045 0.362 -1.569 -1.07 -0.57 1.46
H -4.305 1.175 -0.297 -3.48 0.70 -1.76
```
Positions in Å, forces in eV/Å.

Electronic structure analysis, Mulliken charges in units of e: 0.56 -0.22 0.07 -0.57 0.41 -0.76 -0.06 -0.13 -0.39 0.06 0.46 0.34 0.28 0.36 0.30 0.28

=====

5.
Entry from the OMol25 dataset: a gas-phase ion, C6H6N3S (charge +1) in a non-equilibrium geometry (ωB97M-V/def2-TZVPD).

Output
Orbital gap: 0.2944 Eh
Relative energy (zero: lowest compared OMol25 entry of this formula, charge and spin): 359.45 kJ/mol
Lowest unoccupied orbital energy: -5.0 eV
Charge: +1

XYZ file:
```
16
Properties=species:S:1:pos:R:3:forces:R:3
C -1.775 3.164 -0.003 -1.36 1.56 -2.64
C -1.502 1.917 0.168 2.11 -1.50 1.75
N -1.029 0.866 0.662 -1.51 0.50 -1.06
C -0.234 -0.180 0.479 -0.15 -0.59 2.38
C 0.316 -0.573 -0.723 -0.09 -0.16 -2.38
C 1.126 -1.634 -0.882 1.13 -1.33 2.92
C 1.541 -2.365 0.323 -2.46 2.57 -1.18
N 0.952 -2.025 1.463 2.29 -1.69 -2.94
N 0.047 -1.067 1.503 -0.09 0.59 1.41
S -0.528 -1.318 3.228 -0.62 0.77 -1.03
H -1.850 3.792 0.882 0.09 -0.11 -0.04
H -2.094 3.663 -1.029 0.76 -1.40 2.32
H -0.010 -0.115 -1.635 -0.14 0.72 -0.12
H 1.519 -1.949 -1.813 0.13 -0.06 -0.89
H 2.197 -3.197 0.211 0.43 -0.42 0.72
H 0.004 -2.559 3.015 -0.53 0.55 0.79
```
Positions in Å, forces in eV/Å.

Electronic structure analysis, Mulliken charges in units of e: -0.82 0.69 -0.28 0.64 -0.16 -0.46 -0.29 -0.81 0.51 -0.05 0.28 0.25 0.35 0.43 0.43 0.29

=====

6.
Entry from the OMol25 dataset: a single C6H6N4O2S molecule in a non-equilibrium geometry (ωB97M-V/def2-TZVPD).

Output
Orbital gap (spin up / spin down): 0.2447 / 0.2446 Eh
Relative energy (zero: lowest compared OMol25 entry of this formula, charge and spin): 436.48 kJ/mol
Lowest unoccupied orbital energy (spin up / spin down): -1.6 / -1.6 eV

XYZ file:
```
19
Properties=species:S:1:pos:R:3:forces:R:3
C 1.385 -1.421 -0.112 -0.84 0.82 -1.40
C 1.585 -1.578 -1.465 2.59 -0.56 1.31
C 0.312 -0.432 0.110 0.93 -3.25 1.55
C 0.035 0.152 -2.074 0.43 -0.71 -3.95
C -2.094 -0.666 2.221 0.61 -0.36 -0.28
C -0.590 2.338 1.227 3.67 -3.29 0.02
N -0.099 -0.440 1.399 1.40 0.10 0.74
N 0.982 -0.887 -2.411 -1.24 1.57 -1.16
N -0.293 0.208 -0.815 -1.46 1.58 1.15
N -1.256 0.146 1.690 -1.77 -0.69 0.26
O -0.439 0.817 -2.986 0.41 -0.19 0.54
O -1.689 1.397 1.304 -1.06 1.47 0.77
S -2.763 -1.912 2.873 0.15 1.14 -0.28
H 1.825 -1.999 0.714 -0.15 0.49 -0.79
H 2.428 -2.055 -1.961 -0.06 -1.06 0.92
H -0.675 3.378 1.510 -1.31 -0.04 -0.19
H -0.195 2.060 0.204 -0.23 1.51 0.96
H 0.228 1.908 1.953 -1.33 0.97 -1.22
H 1.315 -1.013 -3.383 -0.75 0.49 1.03
```
Positions in Å, forces in eV/Å.

Electronic structure analysis, Mulliken charges in units of e: -0.79 -0.14 1.15 0.18 0.52 -0.55 -0.90 -0.08 -0.57 0.53 -0.67 -0.24 -0.25 0.40 0.34 0.35 0.20 0.28 0.26

=====

7.
Entry from the OMol25 dataset: 2 unconnected molecules or ions with the total composition C6H6N4O2S2 in a non-equilibrium geometry (ωB97M-V/def2-TZVPD).

Output
Orbital gap (spin up / spin down): 0.1834 / 0.1836 Eh
Relative energy (zero: lowest compared OMol25 entry of this formula, charge and spin): 282.64 kJ/mol
Lowest unoccupied orbital energy (spin up / spin down): -3.5 / -3.5 eV

XYZ file:
```
20
Properties=species:S:1:pos:R:3:forces:R:3
C 1.331 -2.048 0.692 -1.55 4.13 1.29
C -2.596 -0.049 0.293 -0.95 -0.15 0.57
C 1.861 -0.936 0.117 4.36 -3.53 -3.03
C -1.762 0.985 -0.072 -0.73 1.28 2.05
C 0.458 -0.313 1.592 -1.85 0.42 0.61
C -1.488 -0.587 -1.499 0.19 -3.70 -3.31
N 0.391 -1.601 1.631 0.67 -0.24 -0.23
N -2.444 -0.969 -0.718 -1.24 -1.86 1.60
N 1.322 0.164 0.639 0.46 2.30 0.21
N -1.123 0.581 -1.164 3.83 4.90 -0.93
O 1.075 2.702 1.139 0.02 0.35 0.65
O 1.917 1.305 -2.538 -1.64 1.60 1.02
S 1.891 1.835 0.327 -1.26 -1.85 0.03
S 0.964 2.144 -1.731 0.15 -3.55 -0.80
H 1.571 -3.027 0.689 0.82 -2.91 -0.64
H -3.281 -0.285 1.203 1.35 0.84 -2.04
H 2.802 -1.055 -0.554 -1.98 1.08 1.06
H -1.524 1.984 0.257 -0.32 -0.09 0.61
H -0.261 0.305 2.087 0.16 0.48 0.28
H -1.103 -1.136 -2.391 -0.48 0.52 1.00
```
Positions in Å, forces in eV/Å.

Electronic structure analysis, Mulliken charges in units of e: -0.51 -0.36 -0.17 -0.35 -0.33 -0.18 -0.48 -0.49 0.22 -0.02 -0.45 -0.38 0.52 0.57 0.52 0.29 0.26 0.46 0.53 0.34